1.
Density functional theory data (ωB97M-V/def2-TZVPD) for 2 unconnected molecules or ions with the total composition C2H8IN2O at a distorted geometry.

Properties
- DFT total energy: -15324.6394 eV
- Highest occupied orbital energy: -13.827 eV
- Relative energy (zero: lowest compared OMol25 entry of this formula, charge and spin): 0.00 kJ/mol
- Gap between HOMO and LUMO: 9.33 eV

Geometry as ORCA input:
```
! RIJCOSX wB97M-V def2-TZVPD def2/J DEFGRID3
* xyz 1 1
C 0.20 -2.00 0.21
C -1.47 2.02 0.02
N -1.77 0.76 -0.18
N -0.26 2.54 -0.02
O 0.62 -0.88 -0.53
I -3.47 -0.27 -0.02
H -0.69 -2.39 -0.24
H -0.08 -1.49 1.13
H 0.99 -2.75 0.41
H -2.33 2.68 0.06
H -0.89 0.23 -0.41
H 0.53 1.96 -0.15
H 1.16 -1.28 -1.22
H -0.12 3.51 -0.14
*
```



2.
Density functional theory data (ωB97M-V/def2-TZVPD) for 3 unconnected molecules or ions with the total composition C2H8IN4O2 at a distorted geometry.

Properties
- DFT total energy: -20363.7003 eV
- Highest occupied orbital energy: -4.371 eV
- Relative energy (zero: lowest compared OMol25 entry of this formula, charge and spin): 169.90 kJ/mol
- Gap between HOMO and LUMO: 7.27 eV

Geometry as ORCA input:
```
! RIJCOSX wB97M-V def2-TZVPD def2/J DEFGRID3
* xyz -1 1
I 3.70 -17.50 -5.41
C 1.59 -19.97 -2.63
O 1.01 -20.54 -1.71
N 1.27 -18.78 -3.11
N 2.81 -20.32 -3.02
H 0.34 -18.45 -2.88
H 1.73 -18.27 -3.85
H 3.25 -19.67 -3.65
H 3.24 -21.23 -2.89
C 6.34 -21.36 -6.49
O 7.17 -20.54 -6.99
N 6.41 -22.61 -6.16
N 5.34 -20.82 -5.84
H 5.57 -23.09 -5.87
H 7.38 -22.88 -6.04
H 4.85 -21.29 -5.09
H 5.37 -19.81 -5.75
*
```



3.
Density functional theory data (ωB97M-V/def2-TZVPD) for a molecular structure, C2H8InO3 at a distorted geometry.

Properties
- DFT total energy: -13480.2945 eV
- Highest occupied orbital energy: -21.153 eV
- Relative energy (zero: lowest compared OMol25 entry of this formula, charge and spin): 0.00 kJ/mol
- Gap between HOMO and LUMO: 1.99 eV

Geometry as ORCA input:
```
! RIJCOSX wB97M-V def2-TZVPD def2/J DEFGRID3
* xyz 3 1
In -4.64 -1.81 2.11
O -2.36 1.50 4.72
H -1.64 1.05 5.16
H -2.08 2.42 4.71
C 0.98 -0.52 -0.88
C 1.44 -0.08 -2.29
O 1.22 -1.03 -3.25
O -0.34 -0.07 -0.61
H 1.59 -0.03 -0.13
H 0.90 -1.60 -0.79
H 2.50 0.16 -2.28
H 1.03 0.90 -2.51
H 1.84 -1.76 -3.23
H -0.42 0.87 -0.75
*
```



4.
Density functional theory data (ωB97M-V/def2-TZVPD) for a molecular structure, C2H8KO2 at a distorted geometry.

Properties
- DFT total energy: -22616.9128 eV
- Highest occupied orbital energy: -12.744 eV
- Relative energy (zero: lowest compared OMol25 entry of this formula, charge and spin): 137.55 kJ/mol
- Gap between HOMO and LUMO: 8.35 eV

Geometry as ORCA input:
```
! RIJCOSX wB97M-V def2-TZVPD def2/J DEFGRID3
* xyz 1 1
K -1.17 1.32 -0.09
C 2.34 2.73 4.41
O 1.89 3.39 3.23
H 3.25 3.17 4.83
H 1.46 2.87 5.04
H 2.41 1.65 4.28
H 2.02 4.34 3.34
C -2.23 -3.51 -4.04
O -1.83 -2.16 -4.14
H -2.94 -4.02 -4.68
H -1.33 -4.09 -4.21
H -2.51 -3.74 -3.01
H -1.37 -1.97 -4.96
*
```



5.
Density functional theory data (ωB97M-V/def2-TZVPD) for a gas-phase ion, C2H8N (charge +1) at a distorted geometry.

Properties
- DFT total energy: -3685.8972 eV
- Highest occupied orbital energy: -18.693 eV
- Structure (SMILES): C[NH2+]C
- Relative energy (zero: lowest compared OMol25 entry of this formula, charge and spin): 122.33 kJ/mol
- Gap between HOMO and LUMO: 14.91 eV

Geometry as ORCA input:
```
! RIJCOSX wB97M-V def2-TZVPD def2/J DEFGRID3
* xyz 1 1
C 0.05 -1.00 -1.00
N -0.27 0.37 -0.25
C 0.24 0.65 1.28
H -0.27 -1.85 -0.46
H 1.07 -1.08 -1.19
H -0.49 -1.01 -1.97
H -0.05 1.06 -1.04
H -1.26 0.30 -0.07
H 0.82 -0.30 1.64
H 0.94 1.52 1.20
H -0.64 0.93 2.00
*
```



6.
Density functional theory data (ωB97M-V/def2-TZVPD) for a gas-phase ion, C2H8N2 (charge -1) at a distorted geometry.

Properties
- DFT total energy: -5181.6324 eV
- Highest occupied orbital energy (alpha / beta): 1.516 / -4.748 eV
- Relative energy (zero: lowest compared OMol25 entry of this formula, charge and spin): 63.22 kJ/mol
- Gap between HOMO and LUMO (alpha / beta): 3.28 / 9.40 eV

Geometry as ORCA input:
```
! RIJCOSX wB97M-V def2-TZVPD def2/J DEFGRID3
* xyz -1 2
N -1.20 -0.21 1.15
C -0.29 -0.99 0.20
C 0.39 -0.05 -0.94
N 0.75 1.19 -0.23
H -1.08 0.78 1.03
H -0.94 -0.44 2.06
H -1.04 -1.65 -0.25
H 0.46 -1.53 0.80
H 1.19 -0.57 -1.46
H -0.40 0.15 -1.71
H 1.69 1.31 0.12
H 0.47 2.02 -0.77
*
```



7.
Density functional theory data (ωB97M-V/def2-TZVPD) for C2H8N2 in the gas phase at a distorted geometry.

Properties
- DFT total energy: -5178.7948 eV
- Highest occupied orbital energy: -8.642 eV
- Structure (SMILES): CNNC
- Relative energy (zero: lowest compared OMol25 entry of this formula, charge and spin): 476.94 kJ/mol
- Gap between HOMO and LUMO: 9.74 eV

Geometry as ORCA input:
```
! RIJCOSX wB97M-V def2-TZVPD def2/J DEFGRID3
* xyz 0 1
C -1.53 0.37 -0.10
N -0.57 -0.67 -0.53
N 0.63 -0.74 0.13
C 1.57 0.22 -0.27
H -0.82 1.34 0.22
H -1.73 -0.12 1.13
H -2.43 0.13 -0.47
H -1.07 -1.39 -0.42
H 0.47 -0.55 1.21
H 1.20 1.16 -0.98
H 2.27 -0.40 -0.52
H 2.01 0.65 0.59
*
```



8.
Density functional theory data (ωB97M-V/def2-TZVPD) for 2 unconnected molecules or ions with the total composition C2H8N2O at a distorted geometry.

Properties
- DFT total energy: -7229.3859 eV
- Highest occupied orbital energy (alpha / beta): 0.775 / -2.816 eV
- Relative energy (zero: lowest compared OMol25 entry of this formula, charge and spin): 137.81 kJ/mol
- Gap between HOMO and LUMO (alpha / beta): 3.40 / 6.82 eV

Geometry as ORCA input:
```
! RIJCOSX wB97M-V def2-TZVPD def2/J DEFGRID3
* xyz -1 2
O 1.98 -2.26 0.25
C 2.55 -1.30 0.82
H 2.37 -0.26 0.49
H 3.13 -1.46 1.75
N -1.75 1.28 0.35
C -0.73 0.84 -0.62
N -1.03 -0.49 -1.11
H -1.47 2.23 0.61
H -1.66 0.74 1.21
H -0.75 1.56 -1.44
H 0.31 0.87 -0.28
H -1.04 -1.23 -0.42
H -1.91 -0.52 -1.61
*
```



Copy entry 3 word for word.
Density functional theory data (ωB97M-V/def2-TZVPD) for a molecular structure, C2H8InO3 at a distorted geometry.

Properties
- DFT total energy: -13480.2945 eV
- Highest occupied orbital energy: -21.153 eV
- Relative energy (zero: lowest compared OMol25 entry of this formula, charge and spin): 0.00 kJ/mol
- Gap between HOMO and LUMO: 1.99 eV

Geometry as ORCA input:
```
! RIJCOSX wB97M-V def2-TZVPD def2/J DEFGRID3
* xyz 3 1
In -4.64 -1.81 2.11
O -2.36 1.50 4.72
H -1.64 1.05 5.16
H -2.08 2.42 4.71
C 0.98 -0.52 -0.88
C 1.44 -0.08 -2.29
O 1.22 -1.03 -3.25
O -0.34 -0.07 -0.61
H 1.59 -0.03 -0.13
H 0.90 -1.60 -0.79
H 2.50 0.16 -2.28
H 1.03 0.90 -2.51
H 1.84 -1.76 -3.23
H -0.42 0.87 -0.75
*
```